Density functional theory data (ωB97M-V/def2-TZVPD) for 3 unconnected molecules or ions with the total composition C5H10O3 at a distorted geometry.

```
18
Properties=species:S:1:pos:R:3:forces:R:3
C 2.369639 -0.759827 -0.193387 -1.03 -1.26 -5.54
C 1.231853 0.146214 -0.281027 -2.63 2.26 1.80
C 1.512369 1.471958 0.427356 5.78 -2.27 1.91
C -0.086337 -0.354786 0.289074 2.38 -3.20 3.75
C -1.335176 0.361778 0.024780 -2.55 5.36 -3.85
H 2.634509 -1.105132 0.728657 0.41 -1.26 2.57
H 3.266074 -0.177121 -0.622659 -1.23 -1.64 0.05
H 1.683068 -1.767309 -1.066531 3.31 2.28 2.36
H 0.935629 0.243581 -1.287578 0.40 1.06 -1.64
H 2.206325 2.051118 -0.200503 0.96 -0.62 0.46
H 2.110387 1.358688 1.835288 -1.68 0.05 -4.41
H 0.891790 2.224540 0.522060 -4.49 2.75 0.91
H 0.226000 -0.458090 1.436540 -1.46 0.67 -1.67
H 0.615643 -2.321018 0.086196 -4.81 2.78 -0.93
H -2.294738 -1.238217 0.411420 -0.25 1.14 0.09
O -0.405097 -1.707216 -0.110571 4.56 -2.71 0.78
O -2.516257 -0.269332 0.310279 1.89 -0.62 -0.04
O -1.382243 1.476167 -0.630167 0.43 -4.77 3.39
```
Forces are in eV/Å.

Computed properties:
- E_HOMO (eV) = -10.414
- orbital gap (eV) = 10.491
- max |F| (eV/A) = 7.1
- calculated total energy (eV) = -11484.071
- lowest unoccupied orbital energy (eV) = 0.1

Density functional theory data (ωB97M-V/def2-TZVPD) for a molecular structure, C5H10O3 at a distorted geometry.

```
18
Properties=species:S:1:pos:R:3:forces:R:3
C 0.740006 -0.036701 1.678168 -5.31 -5.56 -2.03
C 0.662875 -0.074313 0.028015 1.09 -4.76 6.90
C -0.291671 -1.216828 -0.369845 -2.74 2.17 1.30
C -0.756934 -0.146114 -1.404917 -1.98 -1.77 -1.98
C -0.213780 0.921087 -0.484134 2.77 5.25 -3.72
H -0.386435 -0.057682 2.112995 2.87 1.53 -1.04
H 1.422367 0.700417 1.695669 2.60 2.30 2.03
H 0.842411 -1.176952 1.948994 1.43 2.37 -0.24
H 2.109887 0.024953 -1.534910 -0.76 -1.22 5.26
H -0.043766 -2.239647 -0.512168 0.53 -0.59 -0.56
H -2.180032 -0.452846 0.363108 3.50 -3.88 1.88
H -0.037471 -0.175066 -2.337785 -1.98 0.05 1.51
H -1.889350 -0.242452 -1.618000 1.81 0.48 -0.36
H 0.611516 1.595049 -1.072286 -2.11 -0.75 0.56
H -0.216743 2.296143 0.837328 -1.51 -0.73 -0.65
O 1.984424 -0.255561 -0.386157 0.72 1.90 -5.46
O -1.416098 -1.279322 0.717126 -1.96 3.52 -3.75
O -0.941210 1.815833 0.338799 1.04 -0.31 0.35
```
Forces are in eV/Å.

Computed properties:
- E_HOMO (eV) = -9.408
- orbital gap (eV) = 9.715
- max |F| (eV/A) = 8.5
- calculated total energy (eV) = -11483.529
- lowest unoccupied orbital energy (eV) = 0.3

Density functional theory data (ωB97M-V/def2-TZVPD) for 2 unconnected molecules or ions with the total composition C5H10O3 at a distorted geometry.

```
18
Properties=species:S:1:pos:R:3:forces:R:3
C -2.234086 -0.526536 0.901839 -1.90 1.33 -1.83
C -0.974798 -0.875346 1.104562 3.51 0.15 -1.26
C -0.821282 -1.312801 -1.820414 -3.20 -0.80 0.21
C 2.602501 -0.346037 0.182081 -3.76 -0.95 -1.39
C 0.199660 -0.811261 0.242657 -2.55 -0.14 3.52
O 0.169507 2.330710 0.316407 2.79 -0.48 1.76
O 0.181296 -0.958730 -1.073395 4.02 1.46 0.16
O 1.356746 -0.584587 0.952742 -0.14 -0.34 -1.98
H -2.947331 -0.632212 1.682773 -0.46 -0.04 0.46
H -2.584402 0.001348 -0.023094 0.31 -0.81 0.95
H -0.635375 -1.101708 2.081342 0.00 -0.39 1.08
H -1.854607 -1.098375 -1.600843 0.05 0.01 0.66
H -0.610360 -1.381778 -2.819513 0.93 -0.27 -2.23
H -0.685167 1.925974 0.407064 -0.46 -0.55 0.45
H 3.212130 -0.046233 0.953303 2.16 0.14 1.17
H 2.374211 0.460824 -0.494777 0.23 0.55 -0.22
H 2.756733 -1.228084 -0.453916 0.82 0.14 0.67
H 0.798341 1.937899 1.050510 -2.36 0.98 -2.18
```
Forces are in eV/Å.

Computed properties:
- E_HOMO (spin up / spin down) (eV) = -5.937 / -9.943
- orbital gap (spin up / spin down) (eV) = 6.723 / 9.843
- <S²> = 2.023
- max |F| (eV/A) = 4.4
- spin multiplicity = 3
- calculated total energy (eV) = -11483.820
- lowest unoccupied orbital energy (spin up / spin down) (eV) = 0.8 / -0.1